# 1
Formula: C24H20F3LiN4O9P2S
Source: the Open Molecules 2025 dataset
Level of theory: ωB97M-V with the def2-TZVPD basis set

Structure (XYZ):
```
64
Properties=species:S:1:pos:R:3:forces:R:3:nbo_charge:R:1
Li -0.7574 0.1847 0.5781 1.1 0.6 -0.2 0.88
O -2.9807 -0.3574 3.9625 0.3 -0.1 -0.1 -1.00
P -2.6467 -0.2985 2.3679 0.0 -0.1 0.5 2.52
O -3.9063 -0.0378 1.6186 0.0 -0.1 0.0 -1.17
O -1.4703 0.6130 2.1590 -0.4 -0.2 0.3 -1.22
O -2.1549 -1.8395 2.1509 -0.2 0.2 -0.5 -1.11
P -1.8840 -2.4022 0.6046 0.0 -0.4 0.1 2.54
O -3.3152 -2.1308 -0.0879 0.0 0.3 0.3 -1.05
O -1.6078 -3.8544 0.6477 0.0 0.1 0.1 -1.16
O -0.8343 -1.4822 0.0213 -0.5 -0.5 0.0 -1.26
H -2.1493 -0.5869 4.4060 -0.3 0.1 -0.1 0.48
H -3.7481 -1.3402 0.3313 0.2 -0.3 -0.2 0.53
F 0.0780 -0.1249 -7.0643 -0.1 0.0 0.0 -0.35
C -0.7743 0.2725 -6.0766 0.1 0.0 0.1 0.97
F -1.1827 1.5122 -6.4208 0.0 -0.1 -0.1 -0.33
F -1.8442 -0.5362 -6.1494 0.0 0.1 -0.1 -0.32
C -0.1037 0.2413 -4.7426 0.0 -0.1 0.0 -0.13
C 0.8575 1.1996 -4.4520 0.0 0.1 0.1 -0.25
C 1.4988 1.1119 -3.2298 0.0 -0.1 0.1 0.04
N 1.2611 0.1490 -2.3414 -0.1 -0.1 -0.2 -0.41
C 0.3148 -0.7423 -2.6211 0.2 0.0 0.0 0.08
C -0.3976 -0.7367 -3.8176 0.1 -0.1 -0.1 -0.20
H 1.0849 1.9938 -5.1522 0.0 0.0 0.0 0.21
H 2.2423 1.8528 -2.9414 0.0 -0.1 0.0 0.18
H 0.0817 -1.4639 -1.8428 0.0 0.1 -0.1 0.26
H -1.1669 -1.4748 -4.0008 0.0 0.0 0.0 0.23
O -1.4830 1.2709 -2.0596 -0.3 0.2 0.5 -0.68
C -1.3207 2.0377 -1.1190 0.1 0.5 -0.2 0.76
N -2.2205 3.0963 -0.8570 0.1 0.0 0.1 -0.67
C -1.7946 3.8296 0.3194 0.2 0.0 -0.1 -0.08
C -0.4456 3.0660 0.6424 0.0 0.1 -0.2 0.70
O 0.2989 3.4624 1.5331 -0.2 -0.2 -0.2 -0.67
N -0.2497 2.0667 -0.2551 -0.4 0.2 0.3 -0.75
C -1.3904 5.2726 -0.0252 -0.1 -0.1 0.0 0.12
C -1.0363 5.6150 -1.3273 0.0 0.0 0.0 -0.24
C -0.6266 6.9067 -1.6390 0.0 0.0 0.0 -0.21
C -0.5623 7.8807 -0.6504 0.0 -0.1 0.0 -0.25
C -0.8880 7.5405 0.6570 0.0 -0.1 0.0 -0.22
C -1.2960 6.2486 0.9666 0.0 0.0 -0.1 -0.23
C -2.8347 3.8155 1.4337 0.1 0.1 0.0 -0.02
C -4.1015 4.3243 1.1477 0.0 0.0 0.0 -0.16
C -5.0970 4.3463 2.1130 0.1 0.0 0.0 -0.24
C -4.8289 3.8705 3.3908 0.0 0.0 0.0 -0.22
C -3.5633 3.3885 3.6896 0.0 0.0 0.0 -0.20
C -2.5659 3.3636 2.7202 0.0 0.0 0.0 -0.18
H -3.1977 2.8867 -0.9843 0.0 -0.1 0.0 0.40
H -1.0806 4.8501 -2.0941 0.0 0.0 0.0 0.24
H -0.3490 7.1513 -2.6592 0.0 0.0 0.0 0.20
H -0.2581 8.8927 -0.8936 0.0 0.0 0.0 0.19
H -0.8256 8.2854 1.4432 0.0 0.0 0.0 0.20
H -1.5383 5.9874 1.9891 0.0 0.0 0.0 0.23
H -4.3051 4.7160 0.1552 0.0 0.0 0.0 0.19
H -6.0793 4.7321 1.8678 0.0 0.0 0.0 0.19
H -5.6064 3.8716 4.1465 0.0 0.0 0.0 0.19
H -3.3487 3.0101 4.6825 0.0 0.0 -0.1 0.21
H -1.5844 2.9742 2.9498 -0.1 0.0 0.0 0.26
S 3.6367 -0.5518 -0.4162 0.1 -0.1 0.3 0.37
C 3.4765 0.9815 0.3325 0.1 0.0 -0.1 -0.48
C 2.4273 0.9691 1.1933 0.0 -0.3 0.0 -0.04
N 1.7729 -0.2426 1.2974 0.1 0.2 -0.1 -0.43
C 2.2986 -1.1250 0.5085 0.1 0.1 0.0 -0.12
H 4.1344 1.7991 0.0758 -0.1 0.0 0.0 0.22
H 2.0615 1.8180 1.7557 0.0 0.0 -0.1 0.25
H 1.9383 -2.1439 0.4011 -0.1 0.2 0.0 0.23
```
Forces are in eV/Å.

Properties
LUMO level: 4.2309 eV
ΔE to the lowest compared entry with this formula, charge and spin: 13.8 kcal per mole
Total charge: -2
HOMO: -3.6 eV
Multiplicity: 1

# 2
Formula: C24H20IrN4OS2
Source: the Open Molecules 2025 dataset
Level of theory: ωB97M-V with the def2-TZVPD basis set

Structure (XYZ):
```
52
Properties=species:S:1:pos:R:3:forces:R:3:mulliken_spin:R:1
Ir 0.6058 0.4288 -0.3588 -0.2 -0.2 0.5 0.50
O 0.5195 1.3719 1.4648 0.2 0.1 -0.2 -0.03
N 1.5733 1.2056 2.3041 0.1 -0.2 -0.3 0.03
C 1.5084 1.8239 3.4970 0.0 0.1 0.1 0.00
C 2.5274 1.6805 4.4020 0.1 -0.1 -0.1 0.02
C 3.6289 0.8879 4.0633 -0.1 0.1 0.0 -0.01
C 3.6680 0.2734 2.8318 0.1 -0.1 -0.1 0.04
C 2.6154 0.4377 1.9343 -0.1 -0.1 -0.2 -0.01
S 2.6090 -0.2935 0.3405 0.0 0.1 0.3 0.23
H 0.6154 2.4086 3.6582 0.0 0.0 0.0 0.00
H 2.4616 2.1811 5.3562 0.0 0.0 0.0 0.00
H 4.4443 0.7592 4.7611 0.0 0.0 0.0 0.00
H 4.5035 -0.3440 2.5316 0.0 0.0 0.0 0.00
C 2.4436 1.9962 -3.9034 0.0 0.0 0.0 0.01
C 2.1820 1.0068 -4.8442 -0.1 -0.2 0.0 0.00
C 1.4972 -0.1389 -4.4757 0.1 0.1 -0.1 0.00
C 1.0671 -0.2793 -3.1572 -0.1 -0.2 0.0 0.00
C 1.3147 0.7234 -2.2289 0.2 0.3 0.2 0.04
C 2.0126 1.8621 -2.5889 0.0 -0.1 0.0 -0.05
C 0.3645 -1.4154 -2.5990 0.0 0.0 0.1 0.00
C -0.0197 -2.5657 -3.3111 0.1 0.0 -0.1 0.00
C -0.6862 -3.5572 -2.6667 -0.1 0.0 0.0 0.01
C -0.9996 -3.4344 -1.2920 0.0 0.0 0.1 -0.01
C -1.6999 -4.4487 -0.6002 0.0 0.0 -0.1 0.00
C -1.9999 -4.3106 0.7228 0.0 0.0 0.1 0.00
C -1.6100 -3.1442 1.4005 0.0 0.0 0.1 0.00
C -0.9319 -2.1401 0.7612 0.2 -0.2 -0.2 0.00
C -0.5978 -2.2689 -0.6029 -0.1 0.0 -0.1 0.01
N 0.0916 -1.2810 -1.2922 -0.1 0.0 -0.4 0.02
H 2.9906 2.8823 -4.1969 0.0 0.0 0.0 0.00
H 2.5192 1.1297 -5.8638 0.0 0.0 0.0 0.00
H 1.3003 -0.9112 -5.2070 0.0 0.0 0.0 0.00
H 2.2255 2.6366 -1.8636 0.0 0.0 0.0 0.00
H 0.2198 -2.6391 -4.3614 0.0 0.0 0.0 0.00
H -0.9973 -4.4472 -3.1987 0.0 0.0 0.0 0.00
H -1.9958 -5.3367 -1.1438 0.0 0.0 0.0 0.00
H -2.5346 -5.0889 1.2488 0.0 0.0 0.0 0.00
H -1.8450 -3.0402 2.4524 0.0 0.0 0.0 0.00
H -0.6445 -1.2628 1.3165 0.2 0.1 0.1 0.01
C -3.2908 0.2848 1.0128 0.0 0.1 0.0 0.01
N -2.8238 1.6642 1.1366 0.0 0.3 0.0 0.00
C -3.2332 2.5551 2.1124 0.1 -0.2 0.0 0.00
C -2.5855 3.7180 1.8960 0.0 0.2 -0.1 0.00
N -1.8056 3.5249 0.7806 0.0 0.0 0.0 0.00
C -1.9492 2.2749 0.3250 -0.1 -0.1 0.2 -0.01
S -1.2279 1.6180 -1.1124 0.0 0.0 -0.1 0.17
H -4.2349 0.1935 1.5411 0.0 0.0 0.0 0.00
H -2.5541 -0.3916 1.4377 -0.1 0.0 0.0 0.00
H -3.4409 0.0562 -0.0388 0.0 -0.1 0.0 0.00
H -3.9497 2.2827 2.8668 0.0 0.0 0.0 0.00
H -2.6319 4.6576 2.4167 0.0 0.0 0.0 0.00
H -1.2194 4.2144 0.3348 0.0 0.0 0.0 0.00
```
Forces are in eV/Å.

Properties
LUMO level (alpha / beta): -6.0834 / -8.3975 eV
ΔE to the lowest compared entry with this formula, charge and spin: 0.0 kcal per mole
Total charge: +2
HOMO (alpha / beta): -14.1 / -14.0 eV
Multiplicity: 2

# 3
Formula: C24H20LiN2P
Source: the Open Molecules 2025 dataset
Level of theory: ωB97M-V with the def2-TZVPD basis set

Structure (XYZ):
```
48
Properties=species:S:1:pos:R:3:forces:R:3:nbo_charge:R:1
Li 0.4869 -0.2756 -0.4539 0.7 0.0 0.3 0.75
N -2.1149 -0.6912 -1.4418 0.0 -0.1 -0.1 -0.89
P -1.2706 -2.0454 -0.6029 -0.5 0.1 -0.7 0.88
C -2.1804 -1.9759 0.9625 -0.7 -0.4 0.3 -0.36
C -3.4870 -1.4741 1.1077 0.4 0.1 -0.1 -0.17
C -4.1773 -1.6182 2.2985 -0.2 0.0 0.3 -0.24
C -3.6114 -2.2820 3.3803 0.2 0.0 -0.2 -0.26
C -2.3237 -2.8079 3.2446 -0.3 0.0 0.2 -0.23
C -1.6338 -2.6634 2.0594 0.2 0.2 -0.3 -0.20
C -2.0324 -3.3276 -1.6237 0.5 -0.2 0.8 -0.50
C -1.1669 -4.2793 -2.2409 0.1 0.0 -0.2 -0.16
C -1.6410 -5.4534 -2.7689 0.1 0.0 0.0 -0.27
C -3.0037 -5.7996 -2.6648 -0.2 -0.1 0.0 -0.35
C -3.8602 -4.9151 -1.9990 0.0 0.0 -0.1 -0.22
C -3.4030 -3.7200 -1.4908 -0.2 0.2 0.0 -0.29
C -1.7188 0.6166 -1.4696 0.2 0.3 0.4 0.39
C -2.0974 1.4583 -2.5324 -0.3 0.2 -0.2 -0.29
C -1.7749 2.7908 -2.4927 0.1 -0.2 0.2 -0.14
C -1.0277 3.2692 -1.4097 -0.2 0.1 -0.2 -0.33
C -0.6515 2.3702 -0.4426 0.2 0.1 0.2 0.09
N -0.9872 1.0749 -0.4341 -0.5 -0.2 -0.6 -0.57
H -2.4719 -1.0214 -2.3275 -0.1 0.0 0.0 0.40
H -3.9360 -0.9322 0.2852 0.0 0.0 0.0 0.21
H -5.1783 -1.2087 2.3943 0.0 0.0 0.0 0.19
H -4.1532 -2.3843 4.3129 0.0 0.0 0.0 0.19
H -1.8762 -3.3438 4.0746 0.1 0.0 0.0 0.19
H -0.6381 -3.0846 1.9566 0.0 0.0 0.0 0.21
H -0.1108 -4.0394 -2.3177 0.0 0.0 0.0 0.20
H -0.9619 -6.1271 -3.2821 0.1 0.0 0.0 0.19
H -3.3779 -6.7227 -3.0909 0.0 0.0 0.0 0.18
H -4.9110 -5.1702 -1.8917 0.0 0.0 0.0 0.18
H -4.0927 -3.0549 -0.9839 0.0 0.0 0.0 0.20
H -2.6497 1.0375 -3.3638 0.0 0.0 0.0 0.20
H -2.0931 3.4555 -3.2854 0.1 0.0 -0.1 0.20
H -0.7234 4.3049 -1.3575 0.0 0.0 0.1 0.21
H -0.0380 2.6877 0.3925 0.1 0.0 -0.1 0.19
C 2.2548 0.2672 -1.0589 0.0 0.1 0.1 -0.75
C 2.2607 0.8332 -2.2974 0.1 -0.4 0.2 -0.29
C 1.4871 0.2293 -3.4003 0.0 0.2 -0.1 -0.34
C 1.5143 0.7196 -4.6776 0.0 0.0 0.1 -0.21
C 2.2704 1.8568 -5.0329 -0.1 0.1 -0.4 -0.49
C 2.9807 2.4989 -4.0015 0.0 0.0 0.2 -0.22
C 2.9940 2.0343 -2.7100 -0.1 0.2 -0.1 -0.33
H 0.8866 -0.6471 -3.1607 0.0 0.0 -0.1 0.17
H 0.9213 0.2201 -5.4445 0.0 0.0 0.0 0.17
H 2.2751 2.2334 -6.0509 0.0 0.0 0.0 0.16
H 3.5400 3.4063 -4.2339 0.0 0.0 0.0 0.16
H 3.5429 2.5738 -1.9429 0.0 0.0 0.0 0.17
```
Forces are in eV/Å.

Properties
LUMO level (alpha / beta): 4.6521 / 4.6550 eV
ΔE to the lowest compared entry with this formula, charge and spin: 16.0 kcal per mole
Total charge: -2
HOMO (alpha / beta): 1.7 / 2.0 eV
Multiplicity: 1

# 4
Formula: C24H20N2O7
Source: the Open Molecules 2025 dataset
Level of theory: ωB97M-V with the def2-TZVPD basis set

Structure (XYZ):
```
53
Properties=species:S:1:pos:R:3:forces:R:3:nbo_charge:R:1
C -1.6389 3.4943 0.8265 -0.2 0.1 0.1 -0.25
O -0.8678 2.6259 0.0263 0.3 -0.2 -0.3 -0.52
C 0.2121 3.1288 -0.6255 0.2 0.0 -0.2 0.38
C 0.6688 4.4367 -0.5192 -0.2 -0.2 0.1 -0.32
C 1.7652 4.8541 -1.2504 0.4 0.0 -0.3 -0.16
C 2.4085 3.9587 -2.0915 -1.1 -0.3 0.8 -0.01
N 3.5486 4.3999 -2.8489 0.4 0.2 -0.2 0.53
O 4.1333 3.5828 -3.5245 0.2 -0.2 -0.2 -0.37
O 3.8599 5.5708 -2.7598 0.1 0.3 0.0 -0.39
C 1.9762 2.6409 -2.2104 0.2 0.1 -0.1 -0.19
C 0.8820 2.2203 -1.4788 -0.1 0.4 0.1 0.09
N 0.3884 0.9184 -1.5302 -0.2 0.1 0.4 -0.62
C 0.5660 0.0104 -2.5281 -0.2 -0.4 0.3 0.67
O 1.1771 0.2023 -3.5484 0.1 0.0 -0.3 -0.58
C -0.1638 -1.3115 -2.2447 0.1 -0.1 -0.6 0.00
C -1.6007 -1.2326 -2.7435 0.3 -0.1 0.3 -0.62
O -0.1957 -1.5892 -0.8425 -0.5 0.1 0.0 -0.53
C 0.9466 -2.0277 -0.2970 0.4 -0.1 0.4 0.82
O 1.9669 -2.1902 -0.9040 0.1 0.0 -0.1 -0.57
C 0.7556 -2.3094 1.1911 0.0 0.0 -0.3 -0.37
C 0.1794 -1.0933 1.8653 -0.2 -0.2 0.1 -0.01
C 0.9556 0.0437 2.0459 -0.1 0.1 0.1 -0.20
C 0.4364 1.1686 2.6596 0.2 0.1 0.0 -0.23
C -0.8774 1.1647 3.1006 0.0 -0.1 0.0 -0.20
C -1.6688 0.0496 2.9126 -0.1 -0.2 -0.1 -0.24
C -1.1461 -1.0822 2.2921 0.4 0.4 0.1 0.27
O -1.9877 -2.1443 2.1540 -0.2 0.0 0.0 -0.47
C -1.4760 -3.3404 1.7363 0.3 -0.5 -0.1 0.37
C -2.3356 -4.4341 1.7784 0.0 0.3 0.0 -0.27
C -1.8880 -5.6806 1.3882 0.0 0.1 0.0 -0.19
C -0.5792 -5.8488 0.9642 0.1 -0.1 -0.1 -0.23
C 0.2734 -4.7613 0.9225 -0.2 -0.1 0.1 -0.18
C -0.1633 -3.4999 1.3033 -0.1 0.2 0.2 -0.10
H -1.0540 3.8963 1.6577 0.0 0.0 0.0 0.18
H -2.4506 2.8841 1.2176 0.0 0.1 0.0 0.21
H -2.0507 4.3165 0.2341 0.0 0.0 0.0 0.19
H 0.1711 5.1415 0.1263 -0.1 0.0 0.1 0.23
H 2.1265 5.8679 -1.1793 0.0 0.0 0.0 0.25
H 2.4854 1.9646 -2.8787 0.0 0.0 0.0 0.28
H -0.2440 0.6772 -0.7764 0.1 -0.1 -0.1 0.43
H 0.3882 -2.1072 -2.7589 -0.1 0.3 0.1 0.23
H -2.1383 -0.4479 -2.2161 -0.1 0.1 0.0 0.21
H -1.6005 -1.0149 -3.8075 0.0 0.0 -0.1 0.23
H -2.1055 -2.1795 -2.5701 0.0 -0.1 0.0 0.23
H 1.7455 -2.5470 1.5965 -0.2 0.1 -0.1 0.25
H 1.9799 0.0352 1.7019 0.1 0.0 0.0 0.22
H 1.0581 2.0398 2.7994 0.1 0.1 0.0 0.22
H -1.2865 2.0292 3.6015 0.0 0.1 0.0 0.22
H -2.6941 0.0241 3.2470 -0.1 0.0 0.1 0.23
H -3.3471 -4.2808 2.1198 -0.1 0.0 0.0 0.23
H -2.5611 -6.5237 1.4189 -0.1 -0.1 0.0 0.22
H -0.2257 -6.8225 0.6629 0.0 -0.1 0.0 0.22
H 1.2924 -4.8786 0.5841 0.1 0.0 0.0 0.22
```
Forces are in eV/Å.

Properties
LUMO level: -0.1722 eV
ΔE to the lowest compared entry with this formula, charge and spin: 0.0 kcal per mole
HOMO: -8.7 eV
Multiplicity: 1
SMILES: COc1ccc([N+](=O)[O-])cc1NC(=O)[C@H](C)OC(=O)C1c2ccccc2Oc2ccccc21

# 5
Formula: C24H20N3O3
Source: the Open Molecules 2025 dataset
Level of theory: ωB97M-V with the def2-TZVPD basis set

Structure (XYZ):
```
50
Properties=species:S:1:pos:R:3:forces:R:3:nbo_charge:R:1
C 4.6913 2.4269 -0.6484 0.0 -0.3 0.0 -0.27
C 3.6252 3.0599 -0.0013 0.0 -0.3 -0.4 -0.22
C 2.3151 2.7747 -0.3850 0.2 -0.2 -0.1 -0.28
C 2.0344 1.8471 -1.4175 -0.1 -0.2 0.1 0.06
C 0.6493 1.4349 -1.7710 -0.9 -0.1 0.3 0.02
N 0.4877 0.2590 -2.3415 1.8 0.7 -0.4 -0.39
C -0.4129 -0.4682 -2.9205 -1.0 -0.3 0.1 -0.29
C -0.0050 -1.4418 -3.8823 0.3 -0.9 -1.3 0.27
N 0.2576 -2.1468 -4.7821 -0.3 0.8 1.4 -0.45
C -0.4928 2.3354 -1.5146 0.4 -0.1 0.1 0.03
C -0.3161 3.7365 -1.4718 -0.5 0.1 0.1 -0.26
C -1.3841 4.5841 -1.1795 0.2 -0.3 -0.2 -0.22
C -2.6741 4.0640 -1.0470 -0.1 -0.4 0.0 -0.27
C -2.8833 2.6776 -1.1599 0.4 0.4 0.2 -0.20
C -1.7955 1.8191 -1.3334 -0.1 0.3 0.1 -0.27
C 3.1236 1.2391 -2.0747 0.5 0.2 0.1 -0.25
C 4.4379 1.5010 -1.6797 -0.4 0.5 0.3 -0.21
H 5.7158 2.6378 -0.3375 -0.2 -0.1 -0.1 0.19
H 3.8073 3.7599 0.8181 0.0 -0.2 -0.3 0.20
H 1.4928 3.2658 0.1352 0.2 -0.2 -0.1 0.21
H -1.4985 -0.3437 -2.8503 0.1 0.2 -0.2 0.16
H 0.6703 4.1620 -1.6540 -0.3 -0.1 0.1 0.22
H -1.1941 5.6558 -1.0608 -0.2 -0.3 -0.1 0.20
H -3.5090 4.7263 -0.8343 0.1 -0.1 -0.1 0.20
H -3.8882 2.2594 -1.0681 0.3 0.2 0.0 0.20
H -1.9463 0.7399 -1.2528 0.1 0.4 -0.2 0.21
H 2.9302 0.5782 -2.9223 -0.1 0.1 0.4 0.23
H 5.2708 1.0020 -2.1775 -0.2 0.2 0.1 0.20
C 0.1457 -1.4694 5.7608 0.3 -0.5 -0.8 -0.26
O 0.8080 -2.3145 4.7851 -0.4 0.3 0.5 -0.49
C 0.1975 -2.5367 3.5938 -0.4 0.0 -0.5 0.34
C 0.9180 -3.3112 2.6544 -0.2 0.6 1.0 -0.27
C 0.4389 -3.4596 1.3783 -0.6 0.1 -0.8 -0.13
C -0.8027 -2.8979 0.9784 0.2 1.2 1.4 -0.15
C -1.2764 -2.9908 -0.3851 -1.1 -0.5 -0.7 -0.05
C -2.5884 -2.8771 -0.7609 0.9 0.7 1.5 -0.16
N -3.0675 -3.6232 -1.8489 0.2 -1.6 -2.8 0.48
O -4.2739 -3.6020 -2.1976 2.1 0.4 1.1 -0.41
O -2.2114 -4.3582 -2.4094 -1.8 1.1 0.6 -0.40
C -1.5566 -2.2188 1.9724 0.4 -0.4 -0.4 -0.07
C -1.0778 -2.0299 3.2614 0.6 -0.2 0.1 -0.34
H 0.8481 -1.4297 6.5896 -0.1 0.1 0.0 0.20
H -0.0199 -0.4654 5.3457 0.0 -0.2 0.1 0.19
H -0.8056 -1.9154 6.0847 0.2 0.1 -0.1 0.18
H 1.8667 -3.7319 2.9864 -0.2 0.1 -0.2 0.23
H 1.0153 -4.0385 0.6597 -0.1 0.2 0.0 0.22
H -0.5563 -3.2796 -1.1502 -0.3 -0.5 0.2 0.26
H -3.3248 -2.3055 -0.2002 -0.1 -0.6 -0.2 0.21
H -2.5303 -1.8146 1.7124 0.2 0.0 0.1 0.20
H -1.6563 -1.4760 4.0040 0.1 -0.2 -0.4 0.22
```
Forces are in eV/Å.

Properties
LUMO level: 1.2424 eV
ΔE to the lowest compared entry with this formula, charge and spin: 23.0 kcal per mole
Total charge: -1
HOMO: -2.9 eV
Multiplicity: 1